No. 1
This record from the Open Molecules 2025 dataset describes the ion C7H14N3O2S2 with charge +1 at a distorted geometry. The level of theory is wB97M-V/def2-TZVPD.

Properties
Structure (SMILES): NCCSS/C=[NH+]/C=C\C/C=[N+](\[O-])O
Net charge: +1
2S+1: 1
Energy above the lowest of the compared OMol25 structures with the same formula, charge and spin in eV: 3.953

Geometry as XYZ:
```
28
C7H14N3O2S2 wB97M-V/def2-TZVPD
H 0.3554 -1.9673 2.4071
N 2.8046 -0.7778 -0.0061
C 3.1918 -1.4239 1.1865
C 0.7428 0.1269 1.8011
H 4.3020 -1.7590 0.9810
H 1.0991 -1.7748 -0.2228
H -3.6699 1.5968 -2.4324
H -1.3251 1.6540 -0.1064
C 1.0658 -1.1035 2.5366
H -1.9893 1.8351 -3.0847
S 1.0502 0.4065 -1.4910
C 2.4501 -1.5837 2.3040
H -2.6115 3.0582 -1.0772
H -2.2627 -0.6398 -1.4390
H 0.8420 -0.9898 3.5584
H -3.2135 1.7203 -0.3930
H 3.5204 -0.1680 -0.3560
H 1.0637 1.0692 1.9309
O -0.4659 1.4182 0.5413
C 1.4875 -0.7594 -0.3342
N -2.4762 2.0358 -0.9589
N -0.3441 0.2059 1.1035
S -0.3076 -0.2783 -2.7836
C -2.5815 1.4017 -2.3177
C -1.9865 -0.0588 -2.2868
O -1.0806 -0.6990 0.8006
H -2.5657 -0.5601 -3.0120
H 2.9045 -1.9856 3.1508
```



No. 2
This record from the Open Molecules 2025 dataset describes a cluster of 2 separate species, C18H28N4O3P2S in total at a distorted geometry. The level of theory is wB97M-V/def2-TZVPD.

Properties
Structure (SMILES): OP(O)c1cccc2c1Nc1ccccc1S2.CN(C)P(=O)(N(C)C)N(C)C
2S+1: 1

Geometry as XYZ:
```
56
C18H28N4O3P2S wB97M-V/def2-TZVPD
C 0.1102 -2.5210 0.0014
C -3.0454 -1.1724 0.6127
H -3.4934 -2.1245 3.5589
H -1.2981 2.5977 -1.2811
H -2.6398 -1.4338 -0.3648
H 2.1343 -0.6824 -2.3327
H 4.5614 6.7712 -2.6219
H -0.0317 -1.4662 -0.2656
N 1.1290 3.7731 -2.5307
C 3.9098 1.7444 -3.8654
C -4.0088 -2.2392 2.6028
H -4.6556 -1.3673 2.4751
H 0.5477 5.0551 -0.2744
O -1.2166 1.7980 -1.8220
O -1.6671 -4.8904 0.2574
C 3.6920 6.4048 -2.0925
C 2.1623 6.5123 -0.2659
H 0.6993 -1.5595 2.1867
H -3.9908 -5.9964 3.0819
C -1.6864 -4.7772 3.5707
H 1.1823 -2.7122 0.1231
H -0.7786 -5.3021 3.2406
H 3.8357 7.8511 -0.5188
C -3.3913 -5.7296 2.2065
C 3.2814 7.0119 -0.9113
O 0.4597 1.2613 0.2054
S 3.4488 4.4789 -4.0793
H -1.4027 -3.8500 4.0714
N -0.6321 -2.8487 1.2104
C 2.4131 0.3058 -2.6871
H -2.1675 -5.3821 4.3425
C 3.5742 0.4743 -3.4124
H 0.4887 -3.1176 2.9737
C 1.8335 4.8534 -1.9570
H 0.3107 3.5445 -1.9915
C -0.0356 -2.3334 2.4179
H 4.8177 1.9235 -4.4256
H -4.0521 -0.7870 0.4414
H 1.8474 6.9545 0.6721
H -4.6655 -3.1028 2.6581
C 1.4234 5.4574 -0.7715
H -4.0864 -5.5559 1.3830
P -2.1071 -3.6864 1.0506
P 0.0999 0.8946 -1.3652
C 2.9759 5.3319 -2.5885
C 1.5619 1.3596 -2.3658
H -0.2274 -3.1239 -0.8423
H 1.1404 1.9483 0.2635
N -3.0511 -2.3294 1.5093
C 1.9237 2.6426 -2.8111
H -2.4285 -0.3671 1.0273
H -0.7699 -1.8624 3.0804
C 3.0850 2.8130 -3.5634
H -2.7594 -6.5845 1.9408
H 4.2556 -0.3312 -3.6456
N -2.6162 -4.5265 2.4879
```



No. 3
This record from the Open Molecules 2025 dataset describes an isolated molecule of C19H26FN3O2S2 at a distorted geometry. The level of theory is wB97M-V/def2-TZVPD.

Properties
Structure (SMILES): CCS(=O)(=O)N[C@@H](C)[C@H](c1cccs1)N1CCN(c2ccc(F)cc2)CC1
2S+1: 1

Geometry as XYZ:
```
53
C19H26FN3O2S2 wB97M-V/def2-TZVPD
H -0.7114 1.7383 2.1025
C -0.8518 2.2989 0.0872
C -2.7202 0.4688 2.7898
H -4.4050 -2.5786 -2.6786
C -2.3874 0.6569 1.3084
C -0.0673 4.2245 -1.2562
H -2.3214 1.7923 -1.4000
H 5.1247 0.3808 -2.7666
C 5.9816 -0.6898 0.3208
H -5.6935 -1.5093 -2.1262
H 0.8545 0.4416 2.8625
C -5.1139 -2.3943 -1.8749
O -2.3159 -1.0560 -1.8615
H -5.7844 -3.2466 -1.7876
C 4.7359 -1.0726 0.7716
H 2.9164 -0.2732 -1.9690
O -4.0861 0.4433 -1.0366
H -1.5004 3.8152 -2.8008
H -1.6583 -1.1335 0.6783
H -1.9839 -0.1821 3.2544
H 1.8521 1.0694 1.5234
H -5.0121 -1.8874 0.2392
C -0.9525 1.2504 1.1510
F 7.3275 0.2114 -1.4009
C -1.0790 3.5454 -1.8493
C 6.1060 -0.1663 -0.9528
C 3.5914 -0.9319 -0.0259
N -2.5311 -0.6217 0.6436
H -2.7248 1.4276 3.3009
H -0.4264 -0.1641 -1.0489
H -3.7013 0.0137 2.8917
H 0.4599 5.0894 -1.6066
C 3.7603 -0.4054 -1.3120
H -3.7173 -2.9838 -0.3150
H 2.8154 -1.0016 2.4583
C 1.2072 -1.4234 -0.4161
S 0.3647 3.5334 0.2566
C 5.0063 -0.0281 -1.7755
H 6.8554 -0.8030 0.9428
H 4.6578 -1.5103 1.7544
C -4.3599 -2.1524 -0.5863
C 0.4414 -0.0974 -0.3921
S -3.2761 -0.7242 -0.8421
H 1.3038 -1.8792 2.1498
N 0.0125 0.1546 0.9789
C 1.1795 0.2514 1.8372
H 0.5510 -2.2164 -0.0395
H -3.1207 1.3266 0.8526
H 1.1016 0.7057 -0.7588
C 1.9553 -1.0730 1.7960
N 2.3687 -1.3888 0.4459
C -1.5249 2.4411 -1.0859
H 1.4961 -1.6861 -1.4320
```



No. 4
This record from the Open Molecules 2025 dataset describes a cluster of 13 separate species, C54H141N7O20 in total at a distorted geometry. The level of theory is wB97M-V/def2-TZVPD.

Properties
2S+1: 1
Energy above the lowest of the compared OMol25 structures with the same formula, charge and spin in eV: 0.000

Geometry as XYZ:
```
222
C54H141N7O20 wB97M-V/def2-TZVPD
C 3.0514 -2.4708 1.0149
H -2.9146 2.5106 -5.1515
H -0.9505 0.6131 -0.1004
O 0.5930 4.6606 0.7184
H 0.4442 -1.5151 3.7404
H -0.5083 2.0262 4.0997
O 0.9262 -1.2677 7.0424
H -1.3275 -4.4803 1.6524
H -0.8548 -2.1806 -2.2807
O 4.2243 3.4686 -3.0756
O -1.1585 2.2629 -7.0995
H 4.7894 5.8093 2.4405
H 2.3138 -7.6258 5.0777
H 2.3682 -3.9204 4.1265
H -0.2484 -5.7035 -3.9527
C -4.5487 4.2190 -0.1795
H 6.2638 0.9990 -6.1777
C -2.1633 -6.6071 -4.5434
H -4.5312 -0.8928 0.6751
H -1.8166 4.2081 -6.6222
H 7.3626 0.3089 -4.9461
N -0.3861 -0.4958 -6.2965
H 0.7360 -7.3315 -0.6763
C 3.1913 2.4326 2.5569
H 4.5520 -1.3677 2.0679
C -4.9184 -0.2221 4.5677
H 3.1241 4.0783 4.4208
H -6.1343 4.5748 1.2710
H -2.3221 -3.2332 -0.0715
C -2.8823 -1.4197 4.2819
H 1.1407 1.5835 -0.0435
C -1.3165 -2.2556 -4.7937
C 4.9688 0.5050 0.2064
H -3.4165 4.5480 -1.7159
H -1.8267 -0.7593 -1.8995
H -4.2328 -0.7712 -2.3935
H 1.1057 4.6993 3.1743
H 3.3354 1.1109 -3.8501
H -4.2424 -4.0348 -1.7451
H 4.4183 -2.2385 -3.7855
H 3.3840 2.5216 5.6898
H 4.9429 4.7507 -0.0371
H -3.0711 2.9510 2.7216
H 4.6298 1.4415 -0.2526
H 0.5452 -2.9014 -0.0651
H 0.9094 0.4181 -3.8386
H -0.7539 -1.2123 8.3008
H 1.1916 -3.0220 -1.7451
N 2.7008 5.6812 2.1142
H -0.0855 3.9176 -6.1954
H 2.0115 -1.5853 4.6453
C 1.3467 -3.2400 -0.6875
H -1.9361 -3.1220 -4.7605
H -2.5663 -4.8913 -0.2044
H 2.9898 1.4632 3.0264
C 0.8357 2.9255 -4.0811
H -4.3966 0.6984 4.2696
O 0.1821 -5.3643 -0.5840
H 1.7283 3.0581 -4.6356
H -0.3163 -2.5555 -4.4870
C 1.9367 -7.6187 4.0846
C 1.4861 -4.8047 -0.5153
H 2.2837 3.0111 2.5794
C 4.2971 4.4110 -0.8718
C -1.2925 -1.6675 -6.2060
H -2.1303 1.5637 4.6319
C -1.7390 -1.6317 -2.5246
N 2.9457 -0.8641 -3.1551
H -5.9749 -0.2007 4.2648
H -0.6449 5.8747 1.8300
C 4.0297 4.2749 3.8712
H -0.1022 5.5474 -1.0327
H 0.3133 1.9498 1.4455
O 1.1293 2.2749 -2.8422
C 0.3836 5.7714 1.4961
H -2.2649 -0.6479 3.8175
C 4.2497 -1.5475 1.0270
C -1.5760 2.3790 4.1683
C -0.0381 1.5721 -7.6185
H -5.6667 -3.2930 -1.0041
H 0.1207 1.8493 -8.6628
H 1.4082 -5.6411 5.5060
H -5.1437 1.4623 -5.3444
H 0.3792 -0.4310 -8.2942
H -1.5545 1.6066 -3.5480
O -0.8709 -0.3318 1.7376
O -1.8330 -5.2349 -2.5931
C -5.3678 5.1431 0.7542
C -4.9176 -4.1346 -0.8801
H -1.4426 0.0047 -8.1442
O -3.7059 5.1047 -0.9797
H 2.6271 -1.1552 -4.0912
C 2.7731 1.9665 6.4180
C -4.6397 1.4949 -4.3882
C -2.3792 -2.7515 3.8268
H -5.8125 5.9652 0.1765
H 5.8167 0.0198 -0.3252
H -1.7902 -7.3959 -5.1837
H 0.8229 -1.0902 9.0209
H -2.5090 -2.3394 -2.3113
H 5.8163 4.6084 -2.3717
H -3.9125 3.5413 0.3750
C 2.8186 0.5540 -3.0166
C -0.4211 0.1038 -7.6649
H 3.7287 5.3205 -1.2678
H -4.3949 3.5546 -4.7723
H -1.4510 3.5189 2.3086
C -2.3646 -4.1514 1.8161
O -4.2462 -3.8363 0.3627
H 2.2187 1.1488 5.9408
O -1.6288 3.5721 5.0049
H 0.5217 3.9339 -3.8541
H 4.0148 0.6322 7.2409
H 4.4526 -1.8597 -2.0558
H 1.1016 2.5781 7.8681
C -2.3184 1.9406 -2.7886
O 4.3542 3.1442 3.0366
C -3.7262 2.7391 -4.4501
O -1.7258 -1.2368 -3.8840
H -1.3137 4.6017 -0.0992
H 1.0477 -3.3513 5.8538
N -5.5174 1.6570 -3.3016
H -1.2738 -1.1848 1.6292
O -4.5991 0.5380 -0.8059
H 1.8620 -4.9197 0.4967
H -0.7407 0.2475 -5.6722
H 2.2137 -2.0946 1.6744
H 6.4631 1.7253 -4.5040
H -5.1906 3.5981 -0.8091
H -2.4859 -5.8169 -5.1702
H 0.5434 6.6661 0.8822
H 3.4269 2.1966 1.5205
C 1.3716 0.8695 -3.0065
H -5.3321 2.4573 -2.7137
N -2.4189 -2.8082 2.3735
H -6.6066 -0.1160 -3.3367
H 3.4065 3.0179 -2.8152
O -3.1701 2.9981 -3.1863
H 4.8141 4.3557 4.5985
H 5.6254 2.9738 -1.6419
C 0.2482 -0.7728 8.1637
H 3.7178 6.2803 3.8115
C 6.4467 0.8241 -5.1081
O -4.2428 -1.3500 3.9619
H 2.7621 5.0392 1.3398
C -0.2620 4.6236 -0.4291
N 0.6521 -3.1127 4.9497
H -6.7402 0.8668 -1.8769
C 4.3192 -1.4334 -3.0647
H 2.6658 -8.0745 3.3978
H 0.8673 1.6782 -7.0073
H 0.0920 3.7330 -0.8982
H -0.7860 -6.9649 -2.8783
H -0.9947 -7.0740 -0.4610
C 0.7778 1.1726 0.8762
C -2.0339 2.7200 2.7719
H -2.9049 -4.9279 2.4347
H -1.8152 2.2899 -1.9234
C 0.9005 -5.4804 4.4771
H -3.0779 -6.9243 -4.0882
H 3.6480 3.6309 -0.3811
H -1.9109 1.8236 2.1718
H -2.7324 -1.4022 5.3834
O 3.8740 -0.3521 0.3808
H -3.3777 -2.5373 2.1233
H 0.3808 0.1620 5.6378
O 3.5874 1.4386 7.5013
H 2.3563 -5.1138 -1.2193
H -4.0316 0.5258 -4.3442
H 0.0602 2.3681 -4.5290
H -1.3619 -2.9023 4.2036
C -0.8965 3.6792 -6.9475
C 0.0062 -6.6951 -0.1334
C 5.0776 3.8286 -2.0314
H 1.1547 -8.3767 4.0642
H 2.6202 -1.6811 -0.8296
C 3.8357 5.5645 3.0072
C 1.7274 2.9574 7.0061
H -2.9264 1.0176 -2.4976
H 1.0749 3.2273 6.1757
H 5.5660 0.3945 -2.6715
C 0.9090 -1.7169 4.6821
H -5.6261 -1.2061 -1.3800
C -6.0341 0.5079 -2.6599
C -3.8779 -0.2061 0.1932
C -1.1867 -6.1313 -3.4964
H -0.7231 -2.3945 -6.7435
C -0.2627 0.1017 0.5846
H -0.2088 -5.5842 4.6377
O 1.4765 -6.3742 3.5572
H -3.4702 0.5444 0.8258
H 2.2373 3.8873 7.2640
H 1.6170 0.7775 1.3888
H -0.6139 4.1156 -7.9314
H -0.6734 -1.1525 5.8571
H 0.0537 -6.7436 0.9323
O 5.3204 -0.0071 -4.6635
H -4.7378 5.4608 1.5175
H -5.4476 -5.1009 -0.7597
C -5.0545 -0.3099 -1.8173
H 3.2947 -3.3917 1.5016
H -2.2444 -1.4618 -6.6922
H -3.0173 -3.5709 4.2446
H 0.9288 -3.8871 3.0476
H 0.9159 0.3338 -2.1557
H -1.2155 -5.0204 -1.8888
N 2.5878 -2.5920 -0.4116
H 5.4066 0.7177 1.2056
H 0.2083 -0.7318 0.0267
H -3.0611 -0.7812 -0.2061
C 5.4565 -0.4991 -3.3149
H 0.2508 0.2862 8.1792
H 5.0332 -2.1696 0.5336
C 0.3635 -0.9104 5.7624
H -1.8961 3.3985 5.9325
H 3.3112 0.8158 -2.0624
C -2.8537 -4.0548 0.3967
H -4.9243 -0.2905 5.6612
H 1.2938 6.4810 3.3434
C 1.4035 5.6470 2.6764
H 6.4193 -1.0308 -3.1926
C 1.2668 -4.0673 4.0426
```



No. 5
This record from the Open Molecules 2025 dataset describes a structure of composition C32H41N5NiO10P2S3. The level of theory is wB97M-V/def2-TZVPD.

Properties
2S+1: 3
Energy above the lowest of the compared OMol25 structures with the same formula, charge and spin in eV: 0.000
⟨S²⟩: 2.01

Geometry as XYZ:
```
94
C32H41N5NiO10P2S3 wB97M-V/def2-TZVPD
C 0.1903 -5.7506 -0.6669
H 3.7780 2.0918 -2.4776
N 1.5613 0.9401 1.0705
H 0.1699 -3.8177 -3.4269
C -4.6623 -5.2947 3.7331
C -3.0054 -3.9025 2.6946
H -0.2580 -3.5650 3.1186
C 6.7876 0.5075 1.9799
S -0.4793 -1.9871 -1.7647
H -1.5793 -6.6578 4.0562
C -4.7957 0.7526 1.5829
H 0.7592 -5.4710 -3.1979
H -4.9998 -1.8934 -0.5006
H -1.2734 1.2019 -0.8133
O -7.7649 0.1372 0.3408
C -3.6750 -6.1948 4.1041
O 4.6592 -0.7325 -1.9525
H -5.6943 -5.4835 3.9975
H 6.8729 2.4651 1.0480
H 5.2645 1.1251 -0.2285
S 0.1385 -1.8783 1.3924
H -1.0658 1.6013 0.7617
H 7.1361 0.0002 1.0753
H -2.8622 -8.2795 -4.1135
C -3.8826 -6.3993 -3.9574
H 1.9772 -1.8689 -4.7500
H 4.1327 -2.9569 -2.9791
C -0.5724 -4.5150 2.6984
O 3.2430 -2.7248 -2.6764
O 1.5675 2.3383 -3.9428
H 4.8650 -1.1078 0.8508
H -0.6887 -6.5026 1.1584
H -5.4165 1.2818 2.2935
C -3.2552 -0.6386 -0.2544
H -2.6413 -1.1839 -0.9563
C -2.7114 0.4515 0.4154
H -0.0570 -6.6181 -1.2746
Ni 0.5110 -0.2560 -0.2769
C -0.7648 -5.6421 0.4972
H 6.1714 -1.3308 2.9573
H 1.2211 -5.8405 -0.3101
H 0.6420 -1.0214 -3.9554
P 3.2517 -1.2020 -2.1069
N 0.0365 -4.5572 -1.4880
H 7.6477 0.6697 2.6307
C -2.3505 -5.9522 3.7657
H 5.4084 0.1342 3.5932
C -5.3195 -0.3353 0.9106
O -7.1081 -2.1957 0.6734
H 1.4566 -0.2856 -5.3538
O 2.9666 1.9849 -1.9538
C 5.7458 -0.3651 2.6813
C -0.1411 -3.3170 0.5917
O 0.5985 1.0903 -1.9405
O -7.2648 -0.6841 2.5918
H 3.7741 -1.1720 2.2475
C -3.7488 -5.0405 -3.7081
H -3.0517 1.9742 1.8905
H -3.9328 -7.0887 4.6571
C -0.1489 -3.3738 -0.9045
N -1.3569 0.8583 0.1383
O 2.3188 -1.1695 -0.9353
C -2.7671 -7.2203 -3.9120
C -2.5062 -4.5068 -3.4053
H -0.6561 -7.3387 -3.5744
H -5.0957 -3.4424 2.7308
H -4.6146 -4.3924 -3.7471
C 2.5851 -0.1959 -3.5383
H 5.8547 2.3846 2.4922
H 4.4953 0.0497 -3.7430
H -2.7428 -3.0023 2.1473
C 1.5979 -0.8914 -4.4571
H -1.7928 -5.5832 0.1269
H -2.4067 -3.4486 -3.2126
C 2.7170 0.8010 1.1368
N -0.4188 -4.4420 1.2472
H -4.8541 -6.8163 -4.1870
H 4.4393 2.5472 0.4585
C -1.3806 -5.3285 -3.3423
C -4.5608 -1.0355 -0.0099
H 0.7607 2.1891 -4.4590
C 4.5541 -0.5874 1.7605
C -0.0325 -4.7670 -2.9377
C -2.0088 -4.8024 3.0657
P 1.8139 1.2829 -2.7717
C -3.4820 1.1391 1.3457
H 0.0888 -5.2980 3.0772
S -7.0528 -0.8289 1.1637
C -4.3283 -4.1474 3.0241
C -1.5234 -6.6869 -3.6031
C 6.1564 1.8462 1.5901
N 3.9953 0.7239 1.3840
C 4.9448 1.6134 0.6961
O 3.7076 0.2903 -4.2666
```



No. 6
This record from the Open Molecules 2025 dataset describes an isolated molecule of C5H4 at a distorted geometry. The level of theory is wB97M-V/def2-TZVPD.

Properties
2S+1: 1
Energy above the lowest of the compared OMol25 structures with the same formula, charge and spin in eV: 2.264

Geometry as XYZ:
```
9
C5H4 wB97M-V/def2-TZVPD
H 1.7764 0.1234 -1.4548
H 0.9465 -1.4356 -1.4380
C 1.0984 -0.5097 -0.8690
C -1.3640 0.5837 1.8010
H 1.6450 -0.7925 0.0374
C -0.2056 0.1715 -0.4700
C -2.1822 0.8944 2.7337
C -0.6921 0.3356 0.7225
H -1.0225 0.6291 -1.0629
```



no.,DFT total energy (eV),LUMO energy (eV)
1,-37709.6093,-4.212
2,-60635.9224,0.175
3,-53077.7566,0.509
4,-109653.1392,0.527
5,-153909.1267,-1.815
6,-5243.9312,-1.255